{"formula": "C2H9N6", "method": "ωB97M-V/def2-TZVPD", "elements": ["C", "C", "N", "N", "N", "N", "N", "N", "H", "H", "H", "H", "H", "H", "H", "H", "H"], "xyz": [[-1.08778, -0.76190, -2.27003], [1.39285, -0.83504, -2.34540], [-1.27334, -0.53800, -0.36880], [-1.06763, 0.47124, 0.15059], [0.03687, -0.72381, -2.70740], [-1.26509, 1.48231, 0.76445], [-0.85304, 2.07733, 1.85510], [0.40984, -0.38799, 2.48239], [-2.09944, -0.51175, -2.56619], [1.71909, -0.87937, -1.27130], [1.81639, -1.81553, -2.77094], [1.99798, -0.02029, -2.90770], [-0.89755, 3.01775, 1.69594], [-0.23748, 1.46349, 2.38849], [0.72630, -1.05841, 1.78969], [-0.42178, -0.79625, 2.95198], [1.10382, -0.18380, 3.12911]], "forces_ev_per_angstrom": [[3.3, 1.6, -0.2], [3.3, -0.5, -1.2], [-0.8, -1.7, -1.2], [0.6, 2.1, 2.2], [-2.9, -0.8, 0.9], [-1.9, -0.7, -2.7], [0.5, -3.4, 0.4], [-2.6, -0.5, -1.2], [0.0, -0.5, 0.2], [-1.1, 0.5, -0.7], [-0.9, 1.4, 0.3], [-1.1, -1.3, 1.1], [0.4, 2.9, 0.4], [0.6, 0.6, 0.3], [0.2, 0.1, 0.3], [1.0, 0.3, -0.3], [1.5, 0.0, 1.4]], "fmax_ev_per_a": 3.7, "energy_ha": -409.67447, "total_charge": 1}